[1]
{"formula": "C5H7N", "method": "ωB97M-V with the def2-TZVPD basis set", "elements": ["C", "C", "C", "C", "C", "N", "H", "H", "H", "H", "H", "H", "H"], "xyz": [[1.58, 1.25, 0.56], [1.35, 0.21, -0.37], [0.43, -0.95, -0.01], [-0.87, -0.60, 0.68], [-1.06, 0.41, -0.46], [0.13, -0.14, -1.19], [0.66, 1.87, 0.65], [-0.93, 1.46, -0.18], [2.24, -0.19, -0.87], [0.86, -1.95, -0.07], [-0.85, -0.26, 1.72], [-1.57, -1.44, 0.60], [-1.97, 0.32, -1.05]], "mulliken_charge": [-0.434, -0.046, -0.064, -0.510, -0.397, -0.483, 0.203, 0.222, 0.346, 0.333, 0.263, 0.271, 0.297], "lumo_ev": -0.4, "orbital_gap_ev": 8.265}



[2]
{"formula": "C3H2CeO2", "method": "ωB97M-V with the def2-TZVPD basis set", "elements": ["H", "O", "O", "C", "C", "C", "H", "Ce"], "xyz": [[-4.09, 0.52, 0.09], [-2.41, 1.68, 0.02], [0.19, -0.58, 0.23], [-3.00, 0.61, -0.11], [-2.27, -0.66, -0.10], [-0.96, -0.57, 0.09], [-2.76, -1.62, 0.09], [3.08, -0.50, 0.00]], "lowdin_spin": [0.000, 0.000, -0.003, 0.000, 0.000, 0.000, 0.000, 2.004], "s2": 2.00, "charge": 2, "multiplicity": 3, "lumo_ev": [-10.0, -10.0], "orbital_gap_ev": [6.090, 6.083]}



The following total energy values (in eV) correspond, in order, to the records above: -6782.617, -20145.393.